[1]
Entry from OMol25: a molecular structure, C9H13ClF6FeNO12S2 in a non-equilibrium geometry (wB97M-V/def2-TZVPD).

Values from the calculation:
- Relative energy (zero: lowest compared OMol25 entry of this formula, charge and spin): 952.5 kJ/mol
- Gap between HOMO and LUMO (spin up / spin down): 5.2 / 2.2 eV
- E_LUMO (spin up / spin down): -0.532 / -3.542 eV
- <S²>: 6.0203
- E_HOMO (spin up / spin down): -0.209 / -0.209 Eh

```
! RIJCOSX wB97M-V def2-TZVPD def2/J DEFGRID3
* xyz -1 5
Fe 18.362 0.237 17.630
Cl 18.561 0.053 23.320
O 19.002 1.385 23.737
O 19.522 -0.889 23.857
O 17.202 -0.364 23.656
O 18.823 0.089 21.881
C 13.620 4.087 20.213
F 14.621 4.043 21.003
F 12.549 4.319 21.019
F 13.693 5.083 19.287
S 13.573 2.429 19.226
O 14.930 2.200 18.831
O 13.062 1.571 20.297
O 12.622 2.591 18.087
C 16.238 -5.943 18.369
F 15.745 -5.554 17.217
F 15.417 -6.849 18.926
F 17.417 -6.566 18.254
S 16.361 -4.373 19.371
O 15.035 -4.092 19.917
O 17.329 -4.756 20.427
O 17.013 -3.413 18.523
N 20.012 3.995 17.052
C 20.443 4.455 15.822
C 20.883 5.735 15.520
C 20.887 6.709 16.519
C 20.505 6.279 17.829
C 20.109 4.955 18.010
H 20.449 3.767 14.990
H 21.205 6.033 14.533
H 21.387 7.636 16.278
H 20.589 6.934 18.683
H 19.798 4.689 19.009
C 18.406 -0.620 13.178
O 17.557 -0.345 14.249
H 18.015 -1.447 12.585
H 18.488 0.233 12.505
H 19.358 -0.881 13.640
H 16.730 -0.035 13.874
C 21.695 -2.891 17.826
O 21.538 -1.467 17.633
H 22.727 -3.239 17.860
H 21.256 -3.227 18.765
H 21.286 -3.467 16.996
H 22.410 -1.071 17.701
*
```

---

[2]
Entry from OMol25: a molecular structure, C9H13ClN4O6TeY (wB97M-V/def2-TZVPD).

Values from the calculation:
- Relative energy (zero: lowest compared OMol25 entry of this formula, charge and spin): 41.8 kJ/mol
- Gap between HOMO and LUMO: 4.9 eV
- E_LUMO: 2.188 eV
- E_HOMO: -0.099 Eh

```
! RIJCOSX wB97M-V def2-TZVPD def2/J DEFGRID3
* xyz -1 1
Y 0.537 0.207 -1.338
C 3.529 -1.164 1.241
C 2.443 -0.270 1.709
N 1.355 0.094 1.049
C 0.683 0.980 1.865
C 1.362 1.133 3.037
N 2.466 0.332 2.917
C 1.171 1.890 4.307
O 0.095 2.631 4.401
O 1.984 1.751 5.196
C -0.580 1.640 1.405
O -1.158 2.411 2.190
O -0.936 1.345 0.232
H 3.384 -1.409 0.193
H 3.554 -2.087 1.822
H 4.492 -0.661 1.342
H 3.176 0.263 3.629
H -0.459 2.574 3.542
C -3.578 0.475 -4.225
O -3.718 -0.314 -3.029
C -2.600 -0.414 -2.307
O -1.540 0.074 -2.649
N -2.806 -1.136 -1.177
N -1.752 -1.153 -0.261
H -4.556 0.451 -4.695
H -2.821 0.042 -4.875
H -3.293 1.493 -3.969
H -3.757 -1.233 -0.858
H -1.646 -2.076 0.133
H -1.853 -0.420 0.433
Cl 2.698 -2.082 -2.104
C 0.842 -2.114 -2.074
H 0.599 -2.976 -1.446
H 0.566 -2.364 -3.101
Te 2.117 2.084 -2.536
*
```

---

[3]
Entry from OMol25: 2 unconnected molecules or ions with the total composition C9H13FN2O2 in a non-equilibrium geometry (wB97M-V/def2-TZVPD).

Values from the calculation:
- Relative energy (zero: lowest compared OMol25 entry of this formula, charge and spin): 400.0 kJ/mol
- Gap between HOMO and LUMO (spin up / spin down): 7.0 / 6.9 eV
- E_LUMO (spin up / spin down): -0.041 / -0.082 eV
- E_HOMO (spin up / spin down): -0.257 / -0.257 Eh

```
! RIJCOSX wB97M-V def2-TZVPD def2/J DEFGRID3
* xyz 0 1
C 2.486 1.110 1.376
C 1.113 0.771 1.547
C 3.269 0.573 0.392
C 1.468 -0.864 -0.160
C 0.622 -0.309 0.775
C -1.637 0.675 -2.098
C -1.948 -2.685 0.636
C -0.793 -0.544 0.703
C -1.610 1.361 -0.804
N 2.766 -0.510 -0.361
N -0.687 2.341 -0.369
O 3.408 -1.054 -1.296
O -1.388 -1.628 -0.067
F -2.820 1.604 -0.246
H 2.737 1.990 1.852
H 0.435 1.321 2.205
H 4.248 0.888 0.104
H 1.427 -1.781 -0.750
H -2.473 0.999 -2.782
H -1.867 -0.458 -1.991
H -0.680 0.763 -2.648
H -2.984 -2.397 0.811
H -1.234 -2.975 1.387
H -2.006 -3.536 0.041
H -1.324 -0.389 1.656
H 0.314 2.188 -0.633
H -0.841 2.547 0.719
*
```

---

[4]
Entry from OMol25: 2 unconnected molecules or ions with the total composition C9H13INO in a non-equilibrium geometry (wB97M-V/def2-TZVPD).

Values from the calculation:
- Relative energy (zero: lowest compared OMol25 entry of this formula, charge and spin): 135.3 kJ/mol
- Gap between HOMO and LUMO: 9.6 eV
- E_LUMO: -3.157 eV
- E_HOMO: -0.471 Eh

```
! RIJCOSX wB97M-V def2-TZVPD def2/J DEFGRID3
* xyz 1 1
C 2.041 3.207 0.068
C 1.096 3.131 -0.907
C 2.033 2.259 1.060
C 0.089 2.236 -0.870
C 1.155 1.161 1.061
C 0.239 1.313 0.092
C 0.456 -1.565 -0.514
C -1.029 -1.189 -0.459
C -1.318 0.004 0.485
N -1.920 -2.249 0.174
O -1.239 -0.516 1.742
I -3.175 1.005 -0.104
H 2.720 4.075 0.101
H 1.265 3.894 -1.674
H 2.590 2.372 1.883
H -0.720 2.242 -1.593
H 0.934 0.498 1.836
H 0.943 -1.667 0.450
H 0.764 -2.325 -1.293
H 0.766 -0.644 -0.946
H -1.338 -0.901 -1.452
H -1.809 -2.122 1.174
H -1.727 -3.234 0.048
H -3.016 -1.982 -0.003
H -0.974 0.201 2.327
*
```

---

[5]
Entry from OMol25: a single C9H13N molecule in a non-equilibrium geometry (wB97M-V/def2-TZVPD).

Values from the calculation:
- Relative energy (zero: lowest compared OMol25 entry of this formula, charge and spin): 237.3 kJ/mol
- Gap between HOMO and LUMO: 8.3 eV
- E_LUMO: 0.322 eV
- SMILES: CC1=C=C(C)[C@H](C)N=C1C
- E_HOMO: -0.294 Eh

```
! RIJCOSX wB97M-V def2-TZVPD def2/J DEFGRID3
* xyz 0 1
C 2.003 -1.662 -1.015
C 0.860 -1.052 -0.191
C -0.414 -1.323 -0.061
C -1.486 -0.595 0.273
C -2.670 -0.710 1.081
C -1.097 0.924 0.003
C -1.469 1.527 -1.376
N 0.263 1.183 0.425
C 1.190 0.363 0.474
C 2.495 0.612 1.037
H 2.455 -0.989 -1.793
H 1.540 -2.644 -1.541
H 2.821 -1.900 -0.371
H -2.522 -0.630 2.186
H -3.237 -1.661 0.908
H -3.386 -0.054 0.624
H -1.558 1.475 0.802
H -1.458 0.691 -2.030
H -0.701 2.306 -1.665
H -2.481 2.065 -1.396
H 2.701 1.585 1.594
H 3.321 0.654 0.353
H 2.830 -0.165 1.680
*
```

---

[6]
Entry from OMol25: 2 unconnected molecules or ions with the total composition C9H13N2O2 in a non-equilibrium geometry (wB97M-V/def2-TZVPD).

Values from the calculation:
- Relative energy (zero: lowest compared OMol25 entry of this formula, charge and spin): 113.9 kJ/mol
- Gap between HOMO and LUMO: 7.7 eV
- E_LUMO: -4.212 eV
- E_HOMO: -0.438 Eh

```
! RIJCOSX wB97M-V def2-TZVPD def2/J DEFGRID3
* xyz 1 1
C -3.571 0.754 0.151
C -3.480 -0.142 -0.987
C -2.345 0.785 0.650
C -2.201 -0.535 -1.041
C 1.959 -1.444 0.257
C 3.370 -0.896 0.494
C 1.824 0.750 0.667
C -1.504 -1.491 -2.006
C 1.238 2.034 1.050
N 1.134 -0.404 0.496
N 3.111 0.466 0.666
O 1.621 -2.565 -0.053
O -1.483 -0.023 0.003
H -4.517 0.925 0.666
H -4.184 -0.166 -1.822
H 3.928 -1.389 1.373
H 4.242 -1.084 -0.236
H -1.657 -2.431 -1.625
H -1.976 -1.464 -2.934
H -0.470 -1.091 -2.064
H 1.775 2.974 0.888
H 1.024 2.231 2.042
H 0.187 2.191 0.780
H 0.114 -0.297 0.129
H -2.071 1.267 1.548
H 3.934 1.045 0.907
*
```

---

[7]
Entry from OMol25: a molecular structure, C9H13N2O6PRhS2 in a non-equilibrium geometry (wB97M-V/def2-TZVPD).

Values from the calculation:
- Relative energy (zero: lowest compared OMol25 entry of this formula, charge and spin): 0.0 kJ/mol
- Gap between HOMO and LUMO (spin up / spin down): 6.8 / 7.6 eV
- E_LUMO (spin up / spin down): -2.205 / -1.607 eV
- <S²>: 0.8997
- E_HOMO (spin up / spin down): -0.330 / -0.340 Eh

```
! RIJCOSX wB97M-V def2-TZVPD def2/J DEFGRID3
* xyz 0 2
Rh -0.311 0.747 0.717
O 4.440 -0.288 3.995
C 4.791 -0.244 2.732
O 5.945 -0.296 2.372
C 3.719 -0.128 1.713
C 3.967 -0.108 0.363
N 2.800 0.054 -0.260
N 1.782 0.141 0.590
C 2.314 0.045 1.818
C 1.413 0.143 2.973
O 1.847 -0.019 4.109
O 0.178 0.404 2.720
H 3.449 -0.209 4.119
H 4.911 -0.215 -0.145
H 2.623 0.112 -1.249
C -3.683 3.591 2.499
C -2.826 2.559 1.802
O -2.996 2.730 0.381
P -1.989 2.129 -0.694
S -2.076 0.114 -0.800
S -0.116 2.882 -0.418
O -2.595 2.683 -2.042
C -2.628 4.105 -2.318
C -4.063 4.562 -2.447
H -3.480 3.576 3.569
H -4.742 3.389 2.341
H -3.456 4.586 2.116
H -3.132 1.545 2.065
H -1.774 2.687 2.067
H -2.080 4.250 -3.248
H -2.110 4.644 -1.523
H -4.580 3.955 -3.190
H -4.085 5.603 -2.770
H -4.586 4.467 -1.496
*
```

---

[8]
Entry from OMol25: a single C9H13N3 molecule in a non-equilibrium geometry (wB97M-V/def2-TZVPD).

Values from the calculation:
- Relative energy (zero: lowest compared OMol25 entry of this formula, charge and spin): 580.5 kJ/mol
- Gap between HOMO and LUMO (spin up / spin down): 6.6 / 6.5 eV
- E_LUMO (spin up / spin down): -1.533 / -1.612 eV
- E_HOMO (spin up / spin down): -0.299 / -0.297 Eh

```
! RIJCOSX wB97M-V def2-TZVPD def2/J DEFGRID3
* xyz 0 1
C 3.085 3.047 -0.651
C 2.982 1.817 -0.324
C 2.840 0.540 -0.300
C 2.626 -0.787 0.042
C 0.234 -0.915 -0.050
C 3.931 -1.527 0.323
C -2.503 0.186 0.847
C -1.221 1.577 -0.955
C -1.160 0.933 0.458
N 1.500 -1.435 0.020
N -0.015 0.122 0.649
N -0.594 -1.673 -0.815
H 2.892 3.989 -0.134
H 4.310 -1.074 1.126
H 3.798 -2.690 0.620
H 4.725 -1.474 -0.553
H -2.994 -0.230 0.004
H -3.216 0.854 1.181
H -2.255 -0.475 1.688
H -1.114 0.768 -1.649
H -0.490 2.293 -1.206
H -2.039 2.128 -1.114
H -1.169 1.808 1.206
H -0.432 -2.667 -0.680
H -1.493 -1.217 -0.927
*
```

---

[9]
Entry from OMol25: a single C9H13N3 molecule in a non-equilibrium geometry (wB97M-V/def2-TZVPD).

Values from the calculation:
- Relative energy (zero: lowest compared OMol25 entry of this formula, charge and spin): 135.8 kJ/mol
- Gap between HOMO and LUMO: 9.6 eV
- E_LUMO: 0.716 eV
- SMILES: C[C@@]12CCn3cnnc3[C@]1(C)C2
- E_HOMO: -0.327 Eh

```
! RIJCOSX wB97M-V def2-TZVPD def2/J DEFGRID3
* xyz 0 1
C -1.855 0.047 0.573
C -0.640 0.106 -0.338
C 0.129 1.432 -0.543
C 1.291 1.725 0.409
N 2.285 0.812 0.001
C 3.574 0.669 0.344
N 3.922 -0.604 0.206
N 2.945 -1.273 -0.247
C 1.919 -0.487 -0.280
C 0.436 -1.014 -0.379
C 0.281 -2.298 0.337
C -0.492 -0.782 -1.546
H -2.763 -0.161 0.019
H -1.855 1.097 0.914
H -1.697 -0.662 1.337
H -0.531 2.302 -0.467
H 0.549 1.428 -1.514
H 1.583 2.702 0.282
H 0.860 1.493 1.466
H 4.208 1.428 0.790
H 0.205 -2.379 1.450
H 1.123 -2.912 0.003
H -0.596 -2.866 -0.056
H -0.251 -0.315 -2.573
H -1.270 -1.494 -1.668
*
```

---

[10]
Entry from OMol25: a single C9H13N3O molecule in a non-equilibrium geometry (wB97M-V/def2-TZVPD).

Values from the calculation:
- Relative energy (zero: lowest compared OMol25 entry of this formula, charge and spin): 352.6 kJ/mol
- Gap between HOMO and LUMO: 9.1 eV
- E_LUMO: 0.795 eV
- SMILES: [H]/N=C(/C)Nc1cccc(CNO)c1
- E_HOMO: -0.306 Eh

```
! RIJCOSX wB97M-V def2-TZVPD def2/J DEFGRID3
* xyz 0 1
H 1.013 -1.175 -1.285
N 1.862 -1.614 -0.811
C 2.531 -0.708 -0.236
C 3.909 -0.911 0.345
N 2.066 0.580 0.122
C 0.691 0.975 -0.001
C 0.230 2.251 -0.435
C -1.107 2.528 -0.605
C -2.081 1.610 -0.176
C -1.608 0.364 0.325
C -2.668 -0.646 0.906
N -3.207 -1.539 -0.188
O -2.049 -2.245 -0.830
C -0.299 0.035 0.370
H 3.796 -1.401 1.395
H 4.447 -1.598 -0.398
H 4.559 0.088 0.359
H 2.785 1.281 0.313
H 0.972 3.042 -0.527
H -1.439 3.456 -1.025
H -3.187 1.767 -0.274
H -2.024 -1.230 1.522
H -3.576 0.002 1.349
H -3.646 -2.257 0.432
H -1.981 -1.755 -1.595
H 0.010 -0.900 0.948
*
```

---

[11]
Entry from OMol25: a single C9H13N4OP molecule in a non-equilibrium geometry (wB97M-V/def2-TZVPD).

Values from the calculation:
- Relative energy (zero: lowest compared OMol25 entry of this formula, charge and spin): 0.0 kJ/mol
- Gap between HOMO and LUMO: 9.3 eV
- E_LUMO: 0.298 eV
- SMILES: C#C/N=C/CN(C)[P@@](C)(=O)n1ccnc1
- E_HOMO: -0.331 Eh

```
! RIJCOSX wB97M-V def2-TZVPD def2/J DEFGRID3
* xyz 0 1
C -4.617 2.789 -0.908
C -4.033 1.853 -0.413
N -3.449 0.812 0.122
C -2.197 0.630 0.237
C -1.722 -0.694 0.695
N -0.269 -0.698 0.940
C 0.104 -0.309 2.276
P 0.788 -1.263 -0.236
C 1.932 -2.340 0.694
O 0.111 -1.953 -1.283
N 1.610 0.081 -0.857
C 1.774 0.114 -2.168
C 2.440 1.297 -2.456
N 2.767 1.889 -1.272
C 2.299 1.126 -0.334
H -5.138 3.488 -1.467
H -1.464 1.300 0.014
H -1.951 -1.316 -0.164
H -2.300 -1.137 1.484
H -0.751 0.188 2.685
H 0.506 -1.091 2.892
H 0.982 0.466 2.211
H 1.255 -2.916 1.214
H 2.464 -2.954 0.000
H 2.535 -1.790 1.466
H 1.307 -0.673 -2.844
H 2.578 1.792 -3.341
H 2.439 1.313 0.814
*
```

---

[12]
Entry from OMol25: 2 unconnected molecules or ions with the total composition C9H13NO in a non-equilibrium geometry (wB97M-V/def2-TZVPD).

Values from the calculation:
- Relative energy (zero: lowest compared OMol25 entry of this formula, charge and spin): 505.2 kJ/mol
- Gap between HOMO and LUMO: 9.3 eV
- E_LUMO: 0.463 eV
- SMILES: CNC(C)=O.c1ccccc1
- E_HOMO: -0.326 Eh

```
! RIJCOSX wB97M-V def2-TZVPD def2/J DEFGRID3
* xyz 0 1
C 1.367 1.958 -0.131
N 1.072 0.561 -0.152
C 2.174 -0.391 -0.163
C 1.928 -1.882 -0.205
O 3.379 0.036 0.051
H 2.328 2.212 -0.691
H 0.314 2.253 -0.696
H 1.673 2.159 1.052
H 0.038 0.215 -0.299
H 0.971 -2.277 -0.046
H 2.590 -2.164 0.759
H 2.485 -2.092 -1.009
C -1.502 1.065 0.987
C -1.302 -0.212 1.447
C -1.599 -1.291 0.677
C -2.087 -1.213 -0.603
C -2.273 0.065 -1.275
C -1.752 1.171 -0.445
H -0.905 2.215 1.278
H -1.285 -0.355 2.619
H -1.512 -2.195 1.186
H -2.125 -2.111 -1.171
H -2.443 0.041 -2.300
H -1.533 2.233 -0.868
*
```